[1]
{"formula": "C6H9N", "method": "ωB97M-V/def2-TZVPD", "e_lumo_ev": 1.0, "multiplicity": 1, "gap_ev": 10.38, "max_force_ev_per_a": 2.68, "total_energy_ev": -7854.168, "total_charge": 0, "symbols": ["H", "N", "H", "H", "C", "H", "C", "C", "C", "H", "C", "C", "H", "H", "H", "H"], "xyz": [[-3.18575, -0.29873, -1.30410], [-2.19407, -0.48816, -1.51705], [0.14525, -1.11022, -1.31559], [-2.03321, -0.14503, 0.63903], [2.65433, 0.52531, 2.21470], [-0.51175, -2.05429, 0.00366], [-1.48965, -0.19530, -0.29658], [-0.22452, -1.03617, -0.28297], [-1.49137, 0.89045, -1.28044], [3.34818, -0.24400, 2.56525], [1.64354, -0.04724, 1.33196], [0.81125, -0.51667, 0.60058], [2.18879, 0.98694, 3.09032], [3.23349, 1.29442, 1.69534], [-2.35935, 1.32038, -1.71944], [-0.55243, 1.05234, -1.79939]], "forces_ev_per_a": [[0.5, 0.0, -0.5], [0.2, -1.1, 0.1], [-0.1, 0.1, 0.2], [0.0, 0.1, 0.0], [0.1, 0.1, 0.1], [0.1, 0.1, 0.0], [-0.2, -0.3, 0.4], [0.0, 0.0, 0.1], [-0.3, -1.2, -1.4], [-0.1, 0.1, 0.0], [-0.3, -0.2, -0.3], [0.4, 0.2, 0.4], [0.1, -0.1, -0.1], [-0.1, -0.1, 0.1], [-0.2, 2.4, 1.1], [-0.2, -0.2, -0.3]]}

[2]
{"formula": "C6H9N", "method": "ωB97M-V/def2-TZVPD", "e_lumo_ev": 1.0, "multiplicity": 1, "gap_ev": 10.40, "max_force_ev_per_a": 0.57, "total_energy_ev": -7855.137, "total_charge": 0, "symbols": ["H", "C", "H", "N", "C", "C", "H", "C", "C", "H", "H", "C", "H", "H", "H", "H"], "xyz": [[-0.66938, 1.21616, -1.12883], [-1.45259, 0.67889, -0.59689], [3.35942, 1.06397, 1.37321], [-2.19598, -0.28639, -1.41369], [0.01591, -1.43584, -0.78169], [1.05373, -0.71555, -0.03323], [0.00268, -2.50627, -0.54542], [1.62168, 0.11055, 0.63680], [2.27208, 1.12638, 1.46011], [1.99903, 0.99919, 2.51281], [0.16233, -1.34102, -1.86414], [-1.29213, -0.76832, -0.37958], [-1.72820, -1.16322, 0.53761], [-3.16218, -0.36995, -1.11111], [1.96129, 2.13212, 1.15425], [-1.94766, 1.25929, 0.17981]], "forces_ev_per_a": [[-0.2, -0.1, 0.1], [0.1, 0.2, 0.1], [-0.1, 0.0, 0.1], [-0.3, -0.1, -0.1], [0.0, 0.0, 0.0], [0.2, 0.4, 0.3], [0.0, 0.2, 0.0], [-0.1, -0.4, -0.3], [0.1, 0.0, 0.1], [0.1, 0.0, -0.1], [0.0, 0.0, 0.2], [0.1, -0.1, 0.2], [0.0, 0.0, -0.1], [0.1, 0.1, 0.0], [0.1, -0.2, 0.0], [-0.1, -0.1, -0.2]]}

[3]
{"formula": "C6H9N", "method": "ωB97M-V/def2-TZVPD", "e_lumo_ev": 1.1, "multiplicity": 1, "gap_ev": 8.88, "max_force_ev_per_a": 0.77, "total_energy_ev": -7857.796, "total_charge": 0, "symbols": ["H", "C", "N", "H", "C", "H", "H", "H", "C", "C", "H", "C", "H", "H", "C", "H"], "xyz": [[-0.01322, -1.25432, -1.06892], [2.45474, -0.67387, -0.07762], [-0.02030, -0.69556, -0.22838], [2.71809, -0.95952, 0.94936], [-1.11832, 0.12844, 0.01355], [-3.12337, 0.15048, 0.74367], [3.26985, -0.06426, -0.47323], [-1.24401, 2.22507, 0.59435], [1.14460, 0.04970, -0.07794], [-2.52473, -0.39705, 0.00728], [-3.02033, -0.29151, -0.96552], [-0.63998, 1.36999, 0.31650], [2.39868, -1.60319, -0.65729], [-2.56148, -1.45627, 0.28832], [0.79460, 1.32766, 0.23376], [1.48519, 2.14420, 0.40210]], "forces_ev_per_a": [[-0.3, -0.7, 0.3], [0.1, 0.0, -0.1], [0.0, 0.3, -0.1], [0.0, 0.0, -0.2], [0.0, 0.2, 0.0], [0.1, -0.1, -0.2], [-0.1, 0.0, 0.0], [0.1, -0.1, 0.0], [0.1, 0.1, 0.0], [0.0, 0.0, 0.0], [0.1, 0.0, 0.1], [-0.1, 0.0, 0.0], [0.0, 0.2, 0.0], [0.1, 0.2, -0.1], [0.1, 0.0, 0.1], [-0.1, -0.1, 0.2]]}

[4]
{"formula": "C6H9N", "method": "ωB97M-V/def2-TZVPD", "e_lumo_ev": [0.7, 0.7], "multiplicity": 1, "gap_ev": [8.24, 8.24], "max_force_ev_per_a": 2.03, "total_energy_ev": -7854.934, "total_charge": 0, "symbols": ["H", "H", "H", "H", "H", "C", "H", "C", "H", "N", "H", "C", "C", "H", "C", "C"], "xyz": [[-1.09672, 2.40334, -0.14144], [-1.99817, 0.88349, -0.47436], [-0.51417, -2.76555, 0.09447], [1.13815, 2.26163, 0.56004], [1.75403, -1.67225, -0.66775], [-0.14804, 0.61697, 0.73688], [-0.34292, 1.18820, -1.18519], [1.87991, 0.48104, -0.22227], [-1.76208, -1.55634, -0.25341], [1.07581, 1.25294, 0.56409], [-1.39202, -1.98324, 1.42125], [1.35082, -0.80274, -0.16672], [-1.01640, 1.32364, -0.28710], [2.02976, 0.96111, -1.18602], [0.08813, -0.73463, 0.45622], [-0.94630, -1.81880, 0.43504]], "forces_ev_per_a": [[-0.3, -0.1, 0.2], [0.1, 0.1, 0.2], [-0.1, 0.2, 0.0], [-0.2, -0.2, -0.3], [0.0, 0.1, 0.0], [0.0, -0.2, 0.2], [-1.0, 0.2, 0.2], [-0.5, -0.2, -0.1], [0.1, 0.0, 0.1], [0.0, 0.1, -0.4], [0.1, 0.0, -0.2], [0.0, -0.2, 0.0], [-0.3, 0.2, -0.2], [2.0, 0.0, 0.3], [0.0, 0.1, 0.1], [0.0, 0.0, 0.0]]}

[5]
{"formula": "C6H9N", "method": "ωB97M-V/def2-TZVPD", "e_lumo_ev": 1.1, "multiplicity": 1, "gap_ev": 10.14, "max_force_ev_per_a": 1.03, "total_energy_ev": -7854.563, "total_charge": 0, "symbols": ["C", "C", "H", "H", "C", "C", "H", "H", "N", "H", "H", "H", "H", "H", "C", "C"], "xyz": [[0.52307, 0.66217, 1.66036], [0.95143, -0.66462, 1.08533], [0.81116, -1.06857, -1.45875], [1.23435, 1.47531, 1.54586], [0.17164, -0.29145, -1.89147], [-1.43752, -0.27332, -0.02546], [0.29876, 1.90570, -1.16401], [-2.23512, 0.29764, 0.47078], [-1.18040, 0.19203, -1.41354], [-1.70420, -1.33436, -0.00007], [-0.10474, 0.70277, 2.54341], [0.54903, -1.56555, 1.54664], [1.95266, -0.78821, 0.67958], [0.14798, -0.30224, -2.96979], [-0.04852, 0.19648, 0.38108], [0.07042, 0.85621, -0.98994]], "forces_ev_per_a": [[0.0, 0.2, 0.2], [0.2, -0.1, 0.0], [-1.0, -0.4, -0.1], [-0.1, -0.1, 0.2], [-0.2, -0.3, -0.2], [0.0, -0.2, 0.1], [-0.1, -0.2, -0.1], [0.1, 0.0, -0.4], [-0.1, -0.3, -0.2], [0.3, 0.0, 0.3], [0.1, -0.1, 0.0], [0.1, 0.2, -0.1], [-0.1, 0.2, 0.1], [0.4, 0.6, -0.1], [0.1, 0.1, 0.1], [0.3, 0.2, 0.1]]}

[6]
{"formula": "C6H9N", "method": "ωB97M-V/def2-TZVPD", "e_lumo_ev": 1.2, "multiplicity": 1, "gap_ev": 9.63, "max_force_ev_per_a": 0.47, "total_energy_ev": -7854.913, "total_charge": 0, "symbols": ["H", "C", "H", "H", "C", "H", "H", "H", "H", "H", "C", "C", "N", "C", "C", "H"], "xyz": [[0.49071, 2.09609, -1.66128], [0.82604, 0.34601, 0.66580], [-0.38167, -0.43665, 2.64472], [0.04814, 0.40928, -2.02287], [-0.39401, -1.32659, 0.43124], [-0.90600, -2.28341, 0.43402], [1.22926, -1.01083, -1.13872], [1.74866, -1.62207, 0.45707], [-2.23382, 0.09278, 0.45267], [1.68606, 0.93628, 0.98640], [-0.23776, -0.35278, 1.57635], [-0.22216, 1.29741, -1.43712], [-0.27917, 1.07507, -0.00536], [1.00829, -1.01002, -0.06514], [-1.15077, 0.01640, 0.46811], [-1.21364, 1.62278, -1.76660]], "forces_ev_per_a": [[-0.1, -0.1, 0.0], [0.4, 0.1, 0.1], [0.0, 0.0, -0.1], [0.0, 0.0, 0.0], [-0.1, -0.3, -0.1], [0.0, 0.2, 0.0], [0.0, 0.0, 0.2], [-0.1, 0.1, 0.0], [0.2, -0.1, 0.0], [-0.1, -0.1, -0.1], [0.0, 0.0, 0.3], [0.0, 0.1, -0.1], [0.0, 0.0, -0.1], [0.1, -0.1, -0.1], [-0.4, 0.0, 0.0], [0.1, 0.0, 0.0]]}

[7]
{"formula": "C6H9N", "method": "ωB97M-V/def2-TZVPD", "e_lumo_ev": 0.7, "multiplicity": 1, "gap_ev": 10.79, "max_force_ev_per_a": 1.09, "total_energy_ev": -7856.276, "total_charge": 0, "symbols": ["C", "N", "H", "H", "C", "H", "C", "H", "H", "C", "C", "C", "H", "H", "H", "H"], "xyz": [[0.41589, 0.96825, -1.89840], [2.23961, 0.16255, 1.44675], [1.04635, -2.67756, 0.50358], [0.09295, 2.93137, -1.19163], [0.59547, -1.72050, 0.74765], [-1.33045, -2.38894, 0.37243], [1.50286, -0.67699, 1.13813], [-0.29140, 1.03046, -2.72264], [-2.16728, -0.44456, 1.81735], [0.62562, 1.99014, -1.07541], [-0.72773, -1.53612, 0.68150], [-1.46197, -0.27340, 0.99529], [1.33915, 1.92365, -0.25713], [-0.78343, 0.53739, 1.27184], [0.95222, 0.02821, -1.78662], [-2.04626, 0.05113, 0.12683]], "forces_ev_per_a": [[0.0, 0.1, 0.1], [-0.7, -0.8, -0.3], [-0.1, 0.1, 0.0], [0.1, -0.1, 0.0], [-0.2, 0.0, 0.0], [0.1, 0.1, 0.0], [0.6, 0.7, 0.3], [0.1, 0.0, 0.1], [0.1, 0.0, -0.1], [0.0, -0.1, -0.1], [0.2, 0.0, 0.0], [0.0, 0.0, 0.0], [-0.1, 0.0, -0.1], [-0.1, -0.1, 0.0], [-0.1, 0.2, 0.0], [0.1, -0.1, 0.1]]}

[8]
{"formula": "C6H9N", "method": "ωB97M-V/def2-TZVPD", "e_lumo_ev": 1.1, "multiplicity": 1, "gap_ev": 9.12, "max_force_ev_per_a": 0.50, "total_energy_ev": -7858.011, "total_charge": 0, "symbols": ["C", "C", "C", "C", "H", "H", "H", "H", "C", "H", "N", "C", "H", "H", "H", "H"], "xyz": [[-0.16553, -1.61992, -0.66022], [-0.07272, -0.67145, 0.31949], [-0.06036, 0.34950, -1.69500], [0.00842, 0.59102, -0.35435], [1.16180, 2.00366, 0.79040], [-0.46195, -1.42186, -2.72903], [-0.03513, 1.04240, -2.51905], [-0.57702, 2.14503, 1.05127], [0.18255, 1.92651, 0.30406], [0.13655, 2.72139, -0.43677], [-0.12744, -1.00400, -1.87938], [0.05520, -0.83388, 1.79885], [-0.33366, -2.68104, -0.58935], [0.11902, -1.87063, 2.12772], [0.95008, -0.32518, 2.15819], [-0.77981, -0.35154, 2.31316]], "forces_ev_per_a": [[-0.3, -0.3, 0.3], [0.4, 0.2, -0.2], [0.1, 0.2, 0.1], [-0.1, 0.2, 0.4], [-0.1, 0.0, 0.0], [0.2, -0.1, 0.0], [0.0, -0.1, -0.1], [-0.1, -0.1, 0.1], [0.3, 0.0, -0.2], [0.0, 0.1, -0.1], [-0.4, 0.0, -0.3], [-0.1, 0.1, 0.1], [0.2, -0.1, 0.0], [-0.1, 0.0, -0.1], [0.1, 0.0, 0.0], [-0.1, -0.1, 0.0]]}

Question: Which formula does entry 3 have?
Answer: C6H9N